# 1
{
  "formula": "C18H19FN6O2S",
  "method": "ωB97M-V/def2-TZVPD",
  "smiles": "O=C(CSc1ncnc2c1nnn2Cc1ccccc1F)NC[C@H]1CCCO1",
  "e_above_lowest_kj_mol": 0.00,
  "gap_ha": 0.332,
  "e_lumo_ha": -0.0001,
  "species": ["O", "C", "N", "H", "C", "H", "H", "C", "C", "H", "H", "C", "H", "H", "C", "H", "H", "O", "H", "C", "H", "H", "S", "C", "N", "C", "N", "C", "N", "N", "N", "C", "C", "C", "C", "C", "C", "C", "C", "H", "H", "H", "H", "F", "H", "H", "H"],
  "coordinates": [[2.483, 4.342, 0.086], [1.854, 3.843, 0.990], [2.307, 2.833, 1.763], [1.651, 2.379, 2.385], [3.425, 2.017, 1.356], [3.894, 1.604, 2.252], [4.131, 2.654, 0.821], [2.954, 0.881, 0.429], [4.037, -0.182, 0.199], [5.033, 0.217, 0.372], [3.981, -0.561, -0.822], [3.648, -1.277, 1.192], [3.991, -2.264, 0.896], [4.032, -1.048, 2.186], [2.127, -1.160, 1.176], [1.710, -1.707, 0.316], [1.643, -1.513, 2.089], [1.846, 0.219, 1.040], [2.608, 1.330, -0.510], [0.501, 4.417, 1.414], [0.027, 4.867, 0.543], [0.647, 5.175, 2.184], [-0.624, 3.188, 2.142], [-0.630, 2.023, 0.852], [-0.105, 2.377, -0.308], [-0.043, 1.499, -1.299], [-0.439, 0.245, -1.296], [-0.971, -0.118, -0.130], [-1.443, -1.313, 0.283], [-1.854, -1.202, 1.556], [-1.677, -0.026, 1.990], [-1.125, 0.723, 1.000], [-1.567, -2.538, -0.461], [-2.827, -2.535, -1.292], [-3.857, -3.432, -1.046], [-5.030, -3.425, -1.779], [-5.184, -2.489, -2.786], [-4.170, -1.585, -3.054], [-3.001, -1.610, -2.314], [-2.207, -0.908, -2.523], [-4.288, -0.858, -3.843], [-6.096, -2.470, -3.362], [-5.800, -4.144, -1.550], [-3.710, -4.355, -0.072], [-1.586, -3.357, 0.261], [-0.691, -2.626, -1.112], [0.394, 1.867, -2.218]],
  "mulliken_charge": [-0.665, 0.503, -0.087, 0.341, -1.315, 0.387, 0.365, 0.719, -0.788, 0.375, 0.333, -0.653, 0.391, 0.262, -0.402, 0.132, 0.362, -0.371, 0.098, -0.580, 0.322, 0.439, -0.196, -0.002, -0.326, -0.635, -0.473, 0.836, 1.117, -0.756, -0.504, 0.342, -1.064, 0.227, 0.416, -0.604, -0.337, -0.787, -0.043, 0.472, 0.403, 0.377, 0.439, -0.326, 0.420, 0.329, 0.508]
}



# 2
{
  "formula": "C40H36BrKN10O2",
  "method": "ωB97M-V/def2-TZVPD",
  "e_above_lowest_kj_mol": 136.16,
  "gap_ha": 0.313,
  "e_lumo_ha": 0.0137,
  "species": ["K", "C", "N", "C", "C", "C", "C", "C", "C", "N", "C", "C", "C", "C", "C", "C", "N", "C", "C", "C", "C", "C", "N", "H", "H", "H", "H", "H", "H", "H", "H", "H", "H", "H", "H", "H", "H", "H", "H", "H", "H", "C", "N", "C", "C", "N", "C", "C", "C", "C", "C", "C", "N", "C", "N", "C", "C", "C", "C", "C", "C", "N", "H", "H", "H", "H", "H", "H", "H", "H", "H", "H", "H", "H", "H", "H", "H", "Br", "C", "C", "C", "C", "C", "N", "C", "O", "O", "H", "H", "H"],
  "coordinates": [[0.733, 0.781, -0.560], [1.002, 2.170, 2.957], [0.525, 0.899, 2.442], [1.053, -0.232, 3.197], [1.554, -1.391, 2.363], [2.210, -2.428, 3.030], [2.756, -3.462, 2.295], [2.633, -3.429, 0.914], [1.933, -2.381, 0.347], [1.405, -1.376, 1.048], [-0.938, 0.792, 2.418], [-1.661, 1.867, 1.654], [-2.112, 3.014, 2.301], [-2.818, 3.963, 1.581], [-3.066, 3.730, 0.237], [-2.597, 2.550, -0.320], [-1.916, 1.639, 0.367], [1.066, 3.290, 1.942], [1.483, 4.550, 2.370], [1.598, 5.569, 1.446], [1.288, 5.304, 0.119], [0.880, 4.026, -0.213], [0.771, 3.037, 0.674], [0.410, 2.517, 3.823], [2.025, 2.033, 3.309], [1.897, 0.090, 3.808], [0.292, -0.620, 3.891], [2.307, -2.398, 4.109], [3.278, -4.274, 2.785], [3.079, -4.192, 0.291], [1.814, -2.331, -0.731], [-1.171, -0.172, 1.966], [-1.328, 0.799, 3.452], [-1.915, 3.160, 3.356], [-3.177, 4.863, 2.065], [-3.620, 4.442, -0.360], [-2.778, 2.312, -1.364], [1.722, 4.711, 3.415], [1.935, 6.552, 1.750], [1.370, 6.071, -0.640], [0.645, 3.763, -1.241], [-0.830, -1.908, -3.052], [-0.952, -2.066, -1.622], [-2.232, -1.649, -1.037], [-2.530, -2.508, 0.154], [-1.870, -2.489, 1.275], [-2.425, -3.481, 2.062], [-2.095, -3.912, 3.344], [-2.829, -4.950, 3.888], [-3.883, -5.549, 3.187], [-4.229, -5.136, 1.913], [-3.478, -4.104, 1.367], [-3.517, -3.459, 0.150], [-0.910, -0.520, -3.618], [-1.087, 0.604, -2.986], [-1.105, 1.584, -3.967], [-1.252, 2.963, -3.867], [-1.247, 3.706, -5.033], [-1.096, 3.104, -6.287], [-0.936, 1.734, -6.407], [-0.942, 0.995, -5.233], [-0.833, -0.354, -4.976], [-1.606, -2.516, -3.532], [0.141, -2.312, -3.342], [-0.159, -1.605, -1.175], [-3.009, -1.822, -1.785], [-2.254, -0.596, -0.747], [-1.275, -3.454, 3.883], [-2.586, -5.320, 4.875], [-4.430, -6.360, 3.650], [-5.047, -5.592, 1.370], [-4.144, -3.659, -0.607], [-1.353, 3.441, -2.900], [-1.352, 4.782, -4.985], [-1.103, 3.720, -7.176], [-0.800, 1.263, -7.373], [-0.595, -1.069, -5.638], [4.629, 0.661, 2.350], [4.585, -0.292, 0.700], [5.441, -1.363, 0.531], [5.403, -1.991, -0.707], [4.508, -1.551, -1.662], [3.684, -0.466, -1.374], [3.744, 0.166, -0.199], [2.533, -0.053, -2.306], [1.981, -1.019, -2.880], [2.206, 1.143, -2.311], [6.095, -1.689, 1.325], [6.064, -2.825, -0.908], [4.413, -2.036, -2.624]],
  "mulliken_charge": [1.320, -1.518, 0.925, -2.040, 0.735, -0.975, -0.836, -1.118, -0.524, 1.677, 0.261, -0.108, -0.815, -0.521, -1.000, -0.450, 0.276, 0.408, -1.150, -0.521, -0.970, -0.395, 0.895, 0.299, 0.766, 0.801, 0.300, 0.531, 0.439, 0.551, 0.118, -0.488, 0.406, 0.455, 0.433, 0.431, 0.744, 0.487, 0.422, 0.479, 0.316, -1.855, 0.014, 0.709, -0.665, 0.088, 0.384, -0.806, -0.614, -0.426, -1.006, 0.472, -0.077, 0.668, 0.208, 0.596, -0.003, -0.914, -0.390, -1.143, 0.169, -0.048, 0.659, 0.476, -0.545, 0.644, -0.289, 0.430, 0.406, 0.367, 0.379, 0.234, 0.300, 0.414, 0.370, 0.388, 0.233, -0.162, 0.280, -0.592, -0.373, -0.882, 0.865, -0.122, 0.227, -0.705, -0.750, 0.455, 0.444, 0.447]
}



# 3
{
  "formula": "C3H3ClN2OS2",
  "method": "ωB97M-V/def2-TZVPD",
  "e_above_lowest_kj_mol": 0.00,
  "gap_ha": 0.351,
  "e_lumo_ha": -0.0100,
  "species": ["C", "C", "C", "N", "N", "O", "S", "S", "Cl", "H", "H", "H"],
  "coordinates": [[1.213, 1.946, -0.062], [-0.361, 0.533, -0.425], [-0.423, -1.786, 0.771], [0.410, 1.037, 0.477], [1.122, 2.213, -1.287], [-1.881, -1.257, -1.540], [0.012, 1.204, -1.984], [-1.577, -0.705, -0.187], [2.223, 2.770, 1.034], [-0.939, -2.273, 1.685], [0.273, -1.053, 1.229], [-0.074, -2.630, 0.287]],
  "mulliken_charge": [0.324, 0.652, -0.827, -0.523, -0.350, -0.614, 0.123, 0.423, -0.149, 0.291, 0.309, 0.340]
}



- What is the formula in the second record?
  C40H36BrKN10O2